(1)
14
Properties=species:S:1:pos:R:3:forces:R:3:lowdin_charge:R:1 method="wB97M-V/def2-TZVPD" multiplicity=1 charge=0 relative_energy_ev=1.177 gap_ev=7.98 energy_ev=-19096.8338
C -2.6794 -1.2261 -0.0020 -0.14 0.27 0.16 -0.020
C -1.4122 -0.4163 0.0015 -0.33 0.56 -0.01 -0.275
C -0.1551 -0.9248 0.0009 0.06 -0.49 0.08 -0.080
C 0.9767 -0.0652 0.0034 0.31 0.65 -0.07 -0.795
S 2.5580 -0.5587 -0.0011 -0.24 0.03 0.02 0.610
C 0.6342 1.3615 -0.0021 -0.78 -0.61 0.03 -0.151
N -0.5772 1.8338 0.0030 0.53 -0.06 -0.06 0.065
N -1.5730 0.9458 0.0007 -0.10 -0.82 0.02 0.017
H -2.4309 -2.2817 -0.0195 -0.03 -0.08 0.04 0.080
H -3.2852 -1.0030 -0.8924 0.15 -0.02 0.24 0.091
H -3.2917 -1.0189 0.8986 0.33 -0.09 -0.45 0.096
H 0.0208 -1.9994 0.0146 -0.18 0.25 -0.04 0.114
H 1.4291 2.0798 -0.0103 0.23 0.28 0.02 0.095
H -2.5052 1.3308 -0.0104 0.18 0.12 0.02 0.154

(2)
58
Properties=species:S:1:pos:R:3:forces:R:3:lowdin_spin:R:1 method="wB97M-V/def2-TZVPD" multiplicity=3 charge=-2 gap_ev="8.10 / 8.41" energy_ev=-87177.3638
O 3.1670 -0.2466 2.2567 -1.83 -0.30 -0.47 -0.178
V 1.7144 -0.8886 2.2103 1.46 0.80 2.06 1.111
O -1.6620 1.6636 3.8545 -0.30 -1.19 -0.99 -0.172
V -1.5667 0.2814 3.0932 1.73 1.59 1.54 1.083
C -0.2768 0.1887 0.7195 2.98 2.22 6.09 0.014
O -1.0459 1.1060 1.1753 -1.85 1.48 -2.22 0.009
O 0.9587 0.3566 0.4672 1.08 1.02 -3.09 0.013
O -0.3901 -0.8444 1.4507 -1.89 -4.76 1.32 0.003
C 0.5336 -0.6819 4.6028 -0.99 -3.49 -8.33 0.004
O 1.4467 -1.5370 4.2727 2.15 -1.39 2.33 0.001
O -0.6641 -1.1008 4.5598 -2.91 -0.18 3.27 0.011
O 0.6630 0.3314 3.8253 0.58 4.58 -1.60 -0.009
B -3.6842 -0.4936 3.1356 -0.98 -0.81 -0.04 0.036
H -3.5824 0.4378 2.5214 0.17 2.44 -1.67 0.006
H -4.7695 -0.8779 3.1595 -1.21 -0.33 0.06 0.002
H -3.0064 -1.2681 2.6752 1.60 -1.93 -1.17 0.000
H -3.2501 -0.2640 4.1375 0.55 0.42 2.89 0.017
B 2.1997 -3.0536 1.6345 0.03 -1.07 0.08 0.028
H 2.4543 -4.1203 1.2778 0.12 -1.22 -0.44 0.002
H 1.1498 -2.9357 2.0352 -2.62 -0.04 0.53 0.001
H 2.8199 -2.7520 2.5174 1.87 0.43 1.87 0.014
H 2.3705 -2.3377 0.7849 0.34 1.95 -2.03 0.003
C -3.2592 -3.1051 -1.9520 -0.35 -0.46 0.07 0.000
C -2.0657 -2.8492 -1.0414 0.12 0.61 -0.32 0.000
C -0.9318 -2.1267 -1.7786 0.02 -0.66 -0.90 0.000
O -2.4804 -2.0501 0.0434 -0.20 -0.24 -0.18 0.000
H -2.9368 -3.5608 -2.8921 0.09 0.35 -0.14 0.000
H -3.8557 -2.2054 -2.1075 0.25 0.12 -0.20 0.000
H -3.9453 -3.8508 -1.5380 0.07 0.13 0.35 0.000
H -1.7276 -3.8387 -0.7051 0.30 0.11 0.14 0.000
H -0.6392 -2.6983 -2.6696 0.15 -0.22 0.20 0.000
H -0.0405 -2.0081 -1.1629 -0.07 0.10 0.12 0.000
H -1.2387 -1.1721 -2.2146 -0.21 0.18 0.50 0.000
H -1.6841 -1.6708 0.4578 -0.26 -0.30 0.37 0.000
C -0.3767 3.1228 -1.9621 0.50 0.00 0.08 0.000
C -0.2707 3.8598 -0.6231 -1.15 -1.10 0.10 0.000
C -0.0800 5.3493 -0.7893 1.13 0.06 -0.12 0.000
O -1.4893 3.6293 0.0822 0.00 0.19 0.14 0.000
H -0.6851 2.0829 -1.8361 0.02 0.03 0.36 0.000
H 0.6225 3.0772 -2.4046 -0.19 0.20 -0.43 0.000
H -1.1396 3.5757 -2.5994 0.24 0.22 -0.15 0.000
H 0.5245 3.3692 -0.0491 0.28 0.43 -0.06 0.000
H 0.8420 5.5190 -1.3589 -0.16 -0.05 -0.29 0.000
H 0.1344 5.8723 0.1439 -0.51 -0.16 0.21 0.000
H -0.9089 5.8129 -1.3238 -0.11 -0.05 0.11 0.000
H -1.4400 2.7057 0.4120 -0.06 0.30 0.12 0.000
C 3.2536 -0.8529 -1.5435 -0.38 0.32 -0.63 0.000
C 3.2136 0.5391 -2.1733 -0.61 -1.43 0.23 0.000
C 2.1796 0.5961 -3.3044 0.37 1.27 0.13 0.000
O 2.9486 1.5009 -1.1799 0.33 0.57 -0.44 0.000
H 2.2809 -1.0735 -1.1058 0.06 -0.09 0.08 0.000
H 4.0102 -0.8999 -0.7634 0.05 -0.20 -0.07 0.000
H 3.4230 -1.5447 -2.3748 0.23 -0.35 0.35 0.000
H 4.1952 0.6473 -2.6462 0.13 0.86 0.34 0.000
H 1.1776 0.3556 -2.9495 0.02 -0.34 -0.10 0.000
H 2.4823 0.0598 -4.2046 -0.15 -0.43 0.18 0.000
H 2.1562 1.6517 -3.5979 -0.19 -0.01 -0.11 0.000
H 2.1720 1.2175 -0.6547 0.19 -0.16 -0.01 0.000

(3)
30
Properties=species:S:1:pos:R:3:forces:R:3:lowdin_spin:R:1 method="wB97M-V/def2-TZVPD" multiplicity=3 charge=+2 relative_energy_ev=0.338 gap_ev="6.36 / 5.09" energy_ev=-160015.3235
Pd 1.4719 -0.4641 -1.0227 2.27 -0.21 2.45 0.373
C -1.3020 4.1689 -2.4995 -0.70 0.55 0.12 0.000
C -1.1168 2.6821 -2.4957 -0.16 -0.42 -0.28 -0.002
C -2.0247 1.8164 -3.1781 0.96 0.37 0.67 0.003
C -1.8004 0.4425 -3.1806 0.71 -0.77 0.16 -0.001
C -0.6528 -0.0383 -2.5260 -1.54 1.37 -0.72 0.000
Br -0.0203 -1.8546 -2.4762 -0.40 0.22 -0.17 -0.014
N 0.1520 0.7750 -1.8679 0.23 -0.14 0.02 -0.022
C -0.0307 2.1134 -1.8292 -0.55 -0.63 -0.39 -0.002
H -2.2115 4.4227 -3.0738 0.50 -0.03 0.25 0.000
H -0.4544 4.7062 -2.9457 -0.16 -0.27 0.10 0.000
H -1.4535 4.5715 -1.4763 0.16 -0.31 -0.51 0.000
H -2.8737 2.2625 -3.7029 0.23 -0.32 0.18 0.000
H -2.4444 -0.2725 -3.6802 -0.06 0.22 -0.06 0.000
H 0.7053 2.6893 -1.2815 -0.09 0.02 -0.05 -0.001
O 3.1536 0.1651 0.1215 -0.85 -5.69 -0.95 0.732
O 3.0597 -1.3909 -0.0237 -0.86 6.17 0.00 0.259
Se 1.5588 1.0267 1.9855 -0.10 -1.19 0.48 0.166
N 0.5960 -0.2566 1.0897 0.33 -0.91 1.27 0.148
C 0.4988 -1.3458 1.9437 0.23 0.61 -0.94 0.064
C -0.0863 -2.6127 1.6242 0.50 1.01 0.18 0.016
C -0.0497 -3.5744 2.6111 -0.36 -0.06 -0.73 0.084
C 0.4918 -3.3508 3.9028 0.54 0.61 1.09 0.024
C 1.0558 -2.1519 4.2781 -0.44 -0.91 -0.49 0.042
C 1.1074 -1.1263 3.2788 0.75 1.35 -0.10 0.072
N 1.7469 0.0402 3.5062 -1.30 -1.01 -1.73 0.054
H -0.5090 -2.7449 0.6259 0.07 -0.22 0.45 0.000
H -0.4626 -4.5720 2.4396 0.06 0.40 -0.17 0.003
H 0.4184 -4.1888 4.5968 0.17 0.37 -0.03 0.000
H 1.4763 -1.9378 5.2565 -0.14 -0.17 -0.12 0.001

(4)
22
Properties=species:S:1:pos:R:3:forces:R:3:lowdin_charge:R:1 method="wB97M-V/def2-TZVPD" multiplicity=1 charge=0 relative_energy_ev=5.559 gap_ev=4.79 energy_ev=-19221.7376
N 0.3683 0.0571 2.4696 -0.24 -0.10 -0.46 0.055
C 0.1384 0.3623 1.0698 0.65 -0.22 -0.15 -0.446
C -1.1519 -0.3069 0.5781 -0.11 0.78 0.60 -0.273
C -1.9882 0.7949 -0.0160 -0.94 -0.07 -0.24 -0.643
S -1.1059 1.3606 -1.4650 0.73 -0.25 -0.28 0.612
C 1.2593 -0.0467 0.0926 0.09 -0.32 2.28 -0.326
N 1.7013 -1.3196 0.2669 -0.88 -0.03 -1.02 0.060
C 2.5411 -1.7785 -0.7884 0.84 -0.58 0.32 -0.138
H 0.7708 -0.8685 2.5344 0.23 0.06 0.35 0.065
H 0.9164 0.7638 2.9288 0.34 -0.12 0.13 0.068
H 0.1179 1.4450 0.9238 -0.53 -0.01 0.34 0.111
H -0.9328 -1.0158 -0.2227 -0.13 -0.43 0.42 0.071
H -1.6518 -0.7247 1.4544 -0.03 -0.39 -0.28 0.114
H -2.9963 0.4231 -0.2656 0.35 0.08 -0.23 0.075
H -2.1238 1.5955 0.7030 0.04 0.20 0.16 0.064
H -0.2591 -1.7577 -2.3475 0.04 -0.09 -0.11 0.052
H 0.8036 0.0778 -0.9507 -0.36 0.89 -0.84 0.061
H 2.0620 0.6920 0.2478 0.19 0.16 -0.98 0.165
H 0.0070 -1.1387 -2.6609 -0.11 -0.11 -0.03 0.027
H 2.9299 -2.7780 -0.5891 0.04 0.10 0.27 0.078
H 2.0005 -1.8905 -1.7287 -0.29 0.29 -0.10 0.058
H 3.3810 -1.1023 -0.9704 0.09 0.17 -0.15 0.092

Please write out number 3 again, unchanged.
30
Properties=species:S:1:pos:R:3:forces:R:3:lowdin_spin:R:1 method="wB97M-V/def2-TZVPD" multiplicity=3 charge=+2 relative_energy_ev=0.338 gap_ev="6.36 / 5.09" energy_ev=-160015.3235
Pd 1.4719 -0.4641 -1.0227 2.27 -0.21 2.45 0.373
C -1.3020 4.1689 -2.4995 -0.70 0.55 0.12 0.000
C -1.1168 2.6821 -2.4957 -0.16 -0.42 -0.28 -0.002
C -2.0247 1.8164 -3.1781 0.96 0.37 0.67 0.003
C -1.8004 0.4425 -3.1806 0.71 -0.77 0.16 -0.001
C -0.6528 -0.0383 -2.5260 -1.54 1.37 -0.72 0.000
Br -0.0203 -1.8546 -2.4762 -0.40 0.22 -0.17 -0.014
N 0.1520 0.7750 -1.8679 0.23 -0.14 0.02 -0.022
C -0.0307 2.1134 -1.8292 -0.55 -0.63 -0.39 -0.002
H -2.2115 4.4227 -3.0738 0.50 -0.03 0.25 0.000
H -0.4544 4.7062 -2.9457 -0.16 -0.27 0.10 0.000
H -1.4535 4.5715 -1.4763 0.16 -0.31 -0.51 0.000
H -2.8737 2.2625 -3.7029 0.23 -0.32 0.18 0.000
H -2.4444 -0.2725 -3.6802 -0.06 0.22 -0.06 0.000
H 0.7053 2.6893 -1.2815 -0.09 0.02 -0.05 -0.001
O 3.1536 0.1651 0.1215 -0.85 -5.69 -0.95 0.732
O 3.0597 -1.3909 -0.0237 -0.86 6.17 0.00 0.259
Se 1.5588 1.0267 1.9855 -0.10 -1.19 0.48 0.166
N 0.5960 -0.2566 1.0897 0.33 -0.91 1.27 0.148
C 0.4988 -1.3458 1.9437 0.23 0.61 -0.94 0.064
C -0.0863 -2.6127 1.6242 0.50 1.01 0.18 0.016
C -0.0497 -3.5744 2.6111 -0.36 -0.06 -0.73 0.084
C 0.4918 -3.3508 3.9028 0.54 0.61 1.09 0.024
C 1.0558 -2.1519 4.2781 -0.44 -0.91 -0.49 0.042
C 1.1074 -1.1263 3.2788 0.75 1.35 -0.10 0.072
N 1.7469 0.0402 3.5062 -1.30 -1.01 -1.73 0.054
H -0.5090 -2.7449 0.6259 0.07 -0.22 0.45 0.000
H -0.4626 -4.5720 2.4396 0.06 0.40 -0.17 0.003
H 0.4184 -4.1888 4.5968 0.17 0.37 -0.03 0.000
H 1.4763 -1.9378 5.2565 -0.14 -0.17 -0.12 0.001

Question: Look up the charge of the first one.
Answer: 0

Question: Look up the charge of the first one.
Answer: 0